(1)
Here is a structure of composition CH5N4O in a non-equilibrium geometry from OMol25. Energies are from ωB97M-V with the def2-TZVPD basis set.

Output
total energy = -334.95938 a.u.

The geometry in ORCA input format:
```
! RIJCOSX wB97M-V def2-TZVPD def2/J DEFGRID3
* xyz 1 1
C 0.700 -0.349 0.103
N -2.834 0.673 -0.271
N -1.698 0.318 -0.353
N 1.363 -1.311 0.293
N 0.841 0.783 -0.475
O -0.991 -0.201 0.624
H -3.286 0.398 0.672
H 1.335 -2.208 0.732
H -1.211 0.556 -1.310
H 1.724 0.887 -0.908
H 0.280 1.619 -0.095
*
```

***

(2)
Here is a structure of composition CH5N4O2 in a non-equilibrium geometry from OMol25. Energies are from ωB97M-V with the def2-TZVPD basis set.

Output
total energy = -410.15444 a.u.

The geometry in ORCA input format:
```
! RIJCOSX wB97M-V def2-TZVPD def2/J DEFGRID3
* xyz 1 3
C 0.661 -0.038 0.120
N -2.559 0.181 -0.581
N 1.778 -0.513 -0.448
N 0.524 1.236 0.279
N -0.373 -0.852 0.365
O -3.612 0.103 -0.241
O -1.561 -0.334 0.857
H 2.635 0.122 -0.484
H 2.047 -1.435 -0.491
H 1.211 1.777 -0.257
H -0.393 1.631 0.194
H -0.357 -1.878 0.687
*
```

***

(3)
Here is a structure of composition CH5N5 in a non-equilibrium geometry from OMol25. Energies are from ωB97M-V with the def2-TZVPD basis set.

Output
total energy = -314.60381 a.u.

The geometry in ORCA input format:
```
! RIJCOSX wB97M-V def2-TZVPD def2/J DEFGRID3
* xyz 0 3
C 0.758 -1.173 -0.085
N 1.763 -0.406 0.101
N -0.615 -0.765 -0.162
N 1.629 0.889 0.121
N -0.792 0.586 0.416
N -0.036 1.492 -0.239
H 0.767 -2.250 -0.321
H -1.068 -1.549 0.264
H 2.375 1.445 0.453
H -1.775 0.774 0.365
H -0.039 1.374 -1.207
*
```